No. 1
Formula: C7H11NOS
Source: OMol25
Level of theory: ωB97M-V/def2-TZVPD

Multiplicity ... 1
Lowest unoccupied orbital energy ... 0.74 eV
Energy above the lowest of the compared OMol25 structures with the same formula, charge and spin ... 0.00 kcal per mole
Kohn-Sham gap ... 9.587 eV
Net charge ... 0

Structure (XYZ):
```
21
Properties=species:S:1:pos:R:3:forces:R:3:mulliken_charge:R:1
C -0.12086 1.78323 -0.44800 -0.1 0.1 -0.1 0.0069
C 0.22293 0.09886 1.27594 -0.1 0.0 0.0 -0.9844
C 1.68101 0.48604 1.42151 0.3 0.1 -0.2 -0.7125
C 0.96295 -0.31449 -1.05211 0.3 -0.1 0.0 0.0633
C -0.14897 0.34385 -0.20214 0.1 -0.8 0.2 0.8785
C 0.72494 -1.79598 -1.29204 -0.2 0.2 0.0 -1.3084
C -2.53151 0.33558 0.01769 -0.2 0.1 0.1 -0.7947
N -0.10894 2.91028 -0.63546 0.0 0.6 -0.1 -0.5022
O -1.38673 -0.21515 -0.59415 0.5 0.1 -0.1 -0.4242
S 2.51929 -0.04619 -0.11803 -0.2 0.0 0.0 -0.1820
H 0.07244 -0.96055 1.49196 0.0 0.0 -0.1 0.3600
H -0.40097 0.69011 1.94843 0.0 -0.1 0.0 0.3922
H 1.80259 1.56644 1.50803 -0.1 -0.1 0.1 0.3690
H 2.16744 -0.00324 2.26221 -0.1 0.0 0.0 0.4646
H 1.06561 0.20321 -2.00882 -0.1 0.0 0.1 0.4608
H 0.65819 -2.33541 -0.35090 0.0 -0.1 0.1 0.2940
H 1.55359 -2.20276 -1.86610 0.1 -0.1 0.0 0.4190
H -0.20027 -1.93669 -1.84498 0.0 -0.1 -0.1 0.3196
H -3.37866 -0.12659 -0.48525 0.0 0.1 0.1 0.3054
H -2.57958 1.42148 -0.11365 0.0 0.0 0.0 0.3034
H -2.57451 0.09798 1.08587 0.0 0.0 0.0 0.2715
```
Positions in Å, forces in eV/Å.

No. 2
Formula: C7H11NOS
Source: OMol25
Level of theory: ωB97M-V/def2-TZVPD

Multiplicity ... 3
Lowest unoccupied orbital energy (spin up / spin down) ... 0.70 / -2.90 eV
Energy above the lowest of the compared OMol25 structures with the same formula, charge and spin ... 61.82 kcal per mole
Kohn-Sham gap (spin up / spin down) ... 4.761 / 6.172 eV
Net charge ... 0

Structure (XYZ):
```
21
Properties=species:S:1:pos:R:3:forces:R:3:mulliken_spin:R:1
C 0.64954 0.45414 -0.21529 -4.0 0.4 0.1 0.0988
C 2.60938 -0.72301 -0.15267 0.2 -0.1 -0.1 0.0427
C 0.29674 -1.83625 0.38400 1.7 0.5 -0.5 0.0858
C 1.12761 -0.92969 -0.51197 0.6 0.3 0.3 0.0641
C -1.24069 0.48319 0.01926 5.0 -0.4 -0.4 0.0778
C -1.53048 1.25519 1.27738 -0.3 -0.3 0.3 -0.0428
C -1.86346 1.00481 -1.24498 -0.3 -0.3 0.0 -0.0444
N 1.49051 1.26256 0.24058 -0.7 0.6 0.0 0.0174
O 2.73296 0.66466 0.23589 1.3 -0.5 0.1 0.0167
S -1.46186 -1.32617 0.20866 -3.3 -0.3 0.2 1.6355
H 2.93454 -1.33856 0.68967 0.0 0.0 -0.1 -0.0035
H 3.26796 -0.89168 -1.00475 0.0 0.0 0.0 -0.0010
H 0.33530 -2.88515 0.09975 -0.2 -0.1 0.1 -0.0171
H 0.58407 -1.72218 1.43012 0.0 0.0 0.2 0.0334
H 0.98293 -1.20667 -1.55885 0.0 0.0 0.0 -0.0033
H -2.54507 1.02626 1.60436 -0.1 0.1 0.1 0.0245
H -1.45122 2.32477 1.09744 0.1 0.0 -0.1 0.0050
H -0.84603 0.98062 2.07552 0.1 0.1 0.1 0.0039
H -1.57435 0.39228 -2.09626 0.0 0.0 -0.2 -0.0298
H -1.54918 2.03112 -1.42201 0.1 0.0 0.1 0.0005
H -2.94919 0.97979 -1.15586 -0.1 0.0 -0.1 0.0358
```
Positions in Å, forces in eV/Å.

No. 3
Formula: C7H11NPTi
Source: OMol25
Level of theory: ωB97M-V/def2-TZVPD

Multiplicity ... 2
Lowest unoccupied orbital energy (spin up / spin down) ... 0.22 / 0.11 eV
Energy above the lowest of the compared OMol25 structures with the same formula, charge and spin ... 0.00 kcal per mole
Kohn-Sham gap (spin up / spin down) ... 5.423 / 4.859 eV
Net charge ... 0

Structure (XYZ):
```
21
Properties=species:S:1:pos:R:3:forces:R:3:mulliken_spin:R:1
C 0.88285 1.43985 -1.46184 -1.7 -0.1 -2.0 -0.0482
C 1.44246 0.24178 -2.03256 0.2 0.2 -0.3 0.0015
C 0.45630 -0.54556 -2.68187 0.3 0.2 1.0 0.0118
C -0.78727 0.11572 -2.56966 -0.5 0.7 0.2 0.0052
C -0.63148 1.37330 -1.87627 2.4 -0.7 -0.2 -0.0042
Ti -0.35075 0.87488 0.20935 -1.0 -1.3 -0.6 0.9780
P 0.39352 2.26529 2.02565 0.1 0.6 1.2 0.0145
H 1.41084 2.34176 -1.14749 0.0 -0.3 -0.5 0.0255
H 2.52665 0.05083 -2.12681 -0.7 0.0 0.4 -0.0005
H 0.59716 -1.56742 -3.07537 0.0 0.9 0.1 -0.0009
H -1.31393 2.21215 -1.90620 -0.1 0.2 0.0 0.0131
H -1.71428 -0.21770 -3.09473 0.8 0.3 0.8 0.0007
H -0.44652 3.42950 2.15486 0.5 -0.2 0.2 0.0060
H 1.64608 2.97314 2.02409 -0.4 -0.3 0.1 0.0320
H 0.36609 1.94142 3.45915 0.0 0.3 -0.8 -0.0152
C -0.84676 -3.22003 2.29351 -0.1 -0.5 0.0 -0.0042
C -0.55241 -2.02348 1.48742 0.2 0.6 -0.9 -0.0093
N -0.30874 -1.10580 0.80181 -0.3 -1.6 1.9 -0.0030
H -1.78068 -3.05859 2.89507 0.8 -0.2 -0.7 0.0009
H -0.01520 -3.40512 3.02078 -0.6 0.0 -0.7 -0.0021
H -0.97393 -4.11593 1.60111 0.1 1.2 1.0 -0.0016
```
Positions in Å, forces in eV/Å.